Run a
{"formula": "C3H3N3O3", "method": "wB97M-V/def2-TZVPD", "symbols": ["N", "C", "O", "N", "C", "C", "N", "O", "O", "H", "H", "H"], "coordinates": [[0.6744, -1.2612, -0.0104], [0.4959, 0.0633, -0.0074], [1.3642, 1.0381, 0.0404], [0.7387, 2.3317, -0.0075], [-0.5540, 2.1645, -0.0351], [-0.9885, 0.8421, -0.0634], [-2.1370, 0.1004, 0.0011], [-3.1900, 0.6545, -0.0272], [-1.9655, -1.0902, 0.0427], [-0.2878, -1.7840, -0.1826], [1.5694, -1.6491, -0.3710], [-1.0690, 3.0398, -0.0432]], "mulliken_charge": [-0.403, 0.530, -0.193, -0.427, -0.738, 0.394, 1.067, -0.621, -0.767, 0.345, 0.278, 0.535], "smiles": "Nc1oncc1[N+](=O)[O-]", "homo_ev": -9.1, "charge": 0}

Run b
{"formula": "C3H3N3O3", "method": "wB97M-V/def2-TZVPD", "symbols": ["O", "C", "N", "N", "C", "C", "O", "N", "O", "H", "H", "H"], "coordinates": [[2.4452, 0.5848, 2.9406], [2.2147, 0.4041, 1.8148], [1.7553, 0.1118, 0.7693], [1.8035, -0.1131, -0.5200], [0.7118, -0.1281, -1.1452], [-0.6937, 0.1546, -0.7764], [-1.6949, -0.0871, -1.6090], [-1.5906, -0.9542, -0.4689], [-2.5424, -0.7078, 0.5010], [0.9191, -0.4295, -2.2958], [-0.8770, 0.9112, 0.0604], [-2.4510, 0.2531, 0.7293]], "mulliken_charge": [-0.437, 0.387, 0.206, -0.573, -0.334, 0.513, -0.331, -0.171, -0.259, 0.298, 0.371, 0.331], "smiles": "O=C=N/N=C\\[C@H]1ON1O", "homo_ev": -10.2, "charge": 0}

Stability summary - winner: run a; margin: 0.0306 hartree.

Run a
{"formula": "C3H10NOPS", "method": "wB97M-V/def2-TZVPD", "symbols": ["C", "C", "P", "O", "S", "N", "C", "H", "H", "H", "H", "H", "H", "H", "H", "H", "H"], "coordinates": [[-1.7155, 1.2484, -0.2868], [-0.3529, 1.4510, 0.4438], [0.2100, -0.1448, 0.8888], [1.4737, 0.1222, 1.9321], [-1.0636, -1.3240, 1.8874], [1.0124, -0.7231, -0.4884], [1.1550, -2.1681, -0.5370], [-1.5776, 0.8793, -1.2584], [-2.2638, 0.3145, 0.3495], [-2.3320, 2.1411, -0.3698], [-0.5536, 1.8074, 1.4370], [0.3863, 2.0104, 0.0353], [1.9683, -0.7224, 2.0823], [0.8048, -0.2504, -1.4624], [1.4047, -2.4367, 0.4339], [0.1901, -2.7301, -0.9157], [1.9817, -2.5731, -1.0463]], "mulliken_charge": [-0.871, -0.645, 0.477, -0.540, -0.386, -0.337, -0.878, 0.284, 0.246, 0.327, 0.286, 0.461, 0.341, 0.290, 0.323, 0.257, 0.364], "smiles": "CC[P@@](O)(=S)NC", "homo_ev": -8.5, "charge": 0}

Run b
{"formula": "C3H10NOPS", "method": "wB97M-V/def2-TZVPD", "symbols": ["C", "C", "C", "N", "O", "P", "S", "H", "H", "H", "H", "H", "H", "H", "H", "H", "H"], "coordinates": [[-0.0857, 2.3244, 1.3179], [-0.9218, -1.1867, -2.5372], [-0.7956, 1.0401, 1.4135], [1.7020, -1.8178, 0.7827], [1.3524, -0.0438, -1.0285], [0.6101, -0.8457, -0.0498], [-0.6749, -2.2219, -1.0582], [0.8171, 2.3290, 1.9237], [0.1649, 2.5593, 0.2858], [-0.7504, 3.1142, 1.6868], [-0.1914, -1.4666, -3.2917], [-0.7803, -0.1449, -2.2619], [-1.9303, -1.3590, -2.8967], [-1.7006, 0.9113, 0.8423], [-0.7819, 0.5188, 2.3584], [1.3881, -2.3695, 1.5657], [2.5783, -1.3411, 0.9472]], "mulliken_charge": [-0.756, -0.749, -0.732, -0.545, -0.600, 0.686, -0.204, 0.269, 0.256, 0.332, 0.281, 0.248, 0.307, 0.345, 0.357, 0.233, 0.271], "homo_ev": [-8.0, -7.9], "charge": 0}

Stability summary - winner: run a; margin: 0.0491 hartree.

Run a
{"formula": "H17O8", "method": "wB97M-V/def2-TZVPD", "symbols": ["O", "H", "H", "O", "H", "H", "O", "H", "H", "O", "H", "H", "O", "H", "H", "O", "H", "H", "O", "H", "H", "O", "H", "H", "H"], "coordinates": [[2.5636, 2.3625, 1.0422], [2.8668, 2.2696, 0.1376], [1.9954, 3.2323, 0.9857], [0.6317, -0.9792, 3.5578], [-0.0227, -0.9435, 4.3484], [0.4389, -1.9333, 3.3882], [-1.1409, 2.4435, -1.7544], [-1.1960, 2.3191, -2.7103], [-1.0911, 3.4290, -1.9549], [-2.2164, -3.0336, -2.6148], [-2.6785, -3.8208, -2.8418], [-1.5648, -2.9863, -3.3347], [0.1561, -3.4651, 3.1585], [-0.4200, -3.6754, 3.9080], [1.1324, -3.9522, 3.2730], [0.3588, -1.8252, 0.2238], [0.7482, -2.3741, -0.5037], [-0.5671, -2.1428, 0.0548], [-1.3295, 4.5020, -3.9736], [-0.7982, 4.5054, -4.8392], [-2.1339, 4.6963, -4.3373], [0.8611, 0.4338, 1.2099], [0.7997, -0.1621, 0.4109], [1.0328, -0.1172, 1.9863], [1.5733, 1.2173, 1.1796]], "mulliken_charge": [-0.729, 0.376, 0.406, -0.768, 0.313, 0.437, -0.660, 0.334, 0.330, -0.630, 0.318, 0.321, -0.745, 0.347, 0.384, -0.740, 0.343, 0.327, -0.630, 0.334, 0.301, -0.412, 0.485, 0.387, 0.568], "homo_ev": -13.7, "charge": 1}

Run b
{"formula": "H17O8", "method": "wB97M-V/def2-TZVPD", "symbols": ["O", "H", "H", "H", "O", "H", "H", "O", "H", "H", "O", "H", "H", "O", "H", "H", "O", "H", "H", "O", "H", "H", "O", "H", "H"], "coordinates": [[5.7650, -13.3210, -10.1010], [5.7270, -12.5260, -10.7160], [6.5870, -13.4260, -9.5770], [5.1850, -13.1470, -9.3440], [4.6060, -11.1940, -11.1220], [4.9290, -10.3230, -11.4260], [3.8510, -10.9470, -10.5940], [4.0000, -15.2930, -8.4850], [3.4940, -14.6660, -8.9960], [3.5820, -16.1210, -8.7370], [7.6480, -11.2160, -11.1780], [8.4920, -11.2010, -10.7150], [7.4520, -10.3040, -11.3680], [4.9430, -12.3960, -7.7970], [4.5510, -13.0060, -7.1400], [4.2540, -11.8950, -8.2320], [2.4790, -13.4060, -9.8420], [1.7600, -13.6380, -9.2930], [2.5620, -12.4900, -9.6420], [8.0090, -13.6320, -8.5660], [8.6500, -13.0090, -8.1470], [8.0300, -14.4090, -7.9720], [7.4970, -10.7720, -8.1770], [7.0840, -10.1730, -8.7930], [6.8290, -11.2820, -7.7830]], "mulliken_charge": [-0.201, 0.509, 0.460, 0.220, -0.597, 0.307, 0.270, -0.612, 0.383, 0.316, -0.619, 0.312, 0.287, -0.624, 0.324, 0.316, -0.622, 0.349, 0.232, -0.653, 0.319, 0.305, -0.562, 0.267, 0.315], "homo_ev": -14.7, "charge": 1}

Stability summary - winner: run b; margin: 0.0208 hartree.